This record from OMol25 describes a structure of composition C10H25BBaBr2F3NNbO4P2S. The level of theory is wB97M-V/def2-TZVPD.

Calculated values
total energy: -201005.8490 eV
E_HOMO: -9.46 eV
charge: +1
gap between HOMO and LUMO: 0.134 hartree

Last column: Löwdin charge in e.
Positions of all 51 atoms, in Å:
Ba  -4.08179  -1.85347  3.34931  2.199
Nb  0.86909  -0.21466  0.50404  1.220
Br  2.64585  4.64935  0.60572  0.740
Br  3.92780  2.73589  4.88536  0.732
S  3.69942  -0.41749  -1.77064  0.062
P  -1.09707  1.25421  -0.19309  0.709
P  2.32611  0.93340  -1.29334  0.086
F  1.48964  4.35049  3.30630  -0.063
F  3.63091  5.38662  3.14263  -0.103
F  5.01584  3.12134  2.31281  -0.120
O  -2.37136  0.36513  -0.97806  -0.458
O  -2.90963  -2.23906  -4.21925  -0.265
O  -2.88771  -0.71876  2.60602  -0.663
O  -2.44489  -2.53995  0.91495  0.005
N  -1.87317  1.90053  1.31858  -0.270
C  -3.31439  -0.85764  -3.84958  -0.110
C  2.79150  4.25305  2.59988  -0.619
C  -0.29127  -1.27138  2.15604  -0.280
C  0.42198  -1.82718  -1.05785  -0.400
C  3.07239  1.52863  2.19053  -0.288
C  -0.46656  -2.48431  -3.51302  -0.161
C  0.19410  -1.26428  -2.58062  -0.334
C  3.64456  2.88688  2.90332  -0.674
C  -2.03089  -2.81049  -3.14688  -0.206
C  1.44618  1.46313  2.00412  -0.416
B  -1.88111  -1.53846  1.84215  -0.714
H  -3.23070  -2.17364  0.39886  0.116
H  -2.36581  -2.49525  -2.06688  0.086
H  -2.86137  1.56709  1.34418  0.010
H  1.20934  -0.98538  -3.14322  0.075
H  0.95171  2.42953  1.56716  0.005
H  -4.07156  -0.50690  -4.70315  0.121
H  -2.36905  -0.07621  3.17515  0.134
H  0.20667  -2.33195  2.33580  0.082
H  1.39467  -2.51759  -1.09926  0.070
H  -0.42930  -2.15668  -4.64436  0.132
H  3.69551  1.35773  1.21456  0.079
H  -2.21541  -3.98804  -3.20714  0.139
H  -0.20969  -0.70100  3.19981  0.056
H  -0.47124  -2.53311  -0.78959  0.037
H  3.35868  0.62707  2.91888  0.114
H  0.91217  1.20318  3.03851  0.053
H  -2.40936  -0.11657  -3.73452  0.091
H  -3.85958  -0.94730  -2.80032  0.084
H  1.56061  1.36537  -2.45446  -0.066
H  -2.07598  -0.58898  -1.05086  -0.017
H  0.14979  -3.46223  -3.31316  0.119
H  -1.33414  1.61400  2.16495  -0.016
H  -0.51181  -0.33552  -2.67056  0.060
H  2.35435  -1.09886  1.04025  -0.064
H  3.09593  2.05971  -0.76006  -0.111